A structure of composition C23H61BN9O15Pd in a non-equilibrium geometry. Source: the Open Molecules 2025 dataset; level of theory: the ωB97M-V functional and the def2-TZVPD basis.

Structure (XYZ):
```
110
Properties=species:S:1:pos:R:3:mulliken_spin:R:1
Pd 1.54456 0.78695 0.47784 1.232
B 0.35521 0.89183 -1.48219 -0.035
H 0.16015 0.75753 -2.53488 0.014
H -0.13046 1.75598 -1.05604 -0.002
H 0.30488 -0.02582 -0.91683 0.036
H 1.34408 1.31533 -1.39839 0.033
C 0.71959 -0.60441 2.61978 -0.038
O 0.17313 -0.61933 1.51513 0.298
O 1.69690 0.20051 2.57727 0.310
O 0.52825 -1.33909 3.60606 0.048
C 3.88300 -1.44912 -0.35261 -0.048
O 2.82344 -0.84843 -0.00076 0.209
O 4.28784 -2.56853 -0.03716 0.400
O 4.68959 -0.80828 -0.97242 0.485
C -1.07327 2.94730 1.85961 0.017
O 0.28234 2.53931 1.39035 0.002
C 1.16735 3.69455 1.32633 0.012
C 2.69703 3.27568 1.42810 -0.010
N 3.17122 2.50419 0.26347 0.054
C 4.56091 2.02242 0.32700 -0.022
C 5.61245 3.05155 0.85940 0.008
O 5.40301 4.30272 0.27795 0.002
C 6.40545 5.17909 0.28025 0.000
H -1.72785 2.80248 1.00017 -0.002
H -1.22142 4.00595 2.07271 0.003
H -1.32258 2.43203 2.78721 -0.002
H 0.94103 4.44919 2.07959 0.000
H 1.23175 4.28005 0.40919 -0.002
H 2.95159 2.64006 2.27621 -0.005
H 3.28147 4.19385 1.48714 -0.002
H 3.30477 3.14035 -0.50955 0.004
H 5.00174 1.71013 -0.61970 0.008
H 4.60950 1.13199 0.95380 -0.006
H 6.64352 2.76946 0.64629 0.000
H 5.43464 3.06430 1.93472 0.000
H 6.78602 5.35752 1.28595 0.000
H 6.23053 6.13824 -0.20712 0.000
H 7.27973 4.73680 -0.19736 0.000
C 1.84931 -6.58340 -3.10545 0.000
O 0.87949 -6.00343 -2.26775 0.000
C 1.28964 -4.72999 -1.67275 0.000
C -0.05812 -3.91889 -1.35005 -0.005
N -0.41024 -4.14563 0.02827 0.002
C -0.72918 -5.45095 0.42621 -0.001
C -0.54699 -5.68463 1.94138 0.000
O -1.49067 -4.87388 2.69130 0.000
C -1.72606 -5.22866 4.03875 0.000
H 1.34450 -7.49238 -3.43261 0.000
H 2.82287 -6.64312 -2.61892 0.000
H 1.99768 -5.98685 -4.00557 0.000
H 2.04000 -4.11781 -2.17304 0.000
H 1.69419 -4.96707 -0.68876 -0.001
H -0.84387 -4.07326 -2.08956 0.000
H 0.09441 -2.84328 -1.43890 0.005
H -1.37326 -3.84988 -0.04409 0.000
H -0.15710 -6.18644 -0.13938 0.000
H -1.78865 -5.55398 0.19167 0.000
H 0.48198 -5.34371 2.05576 0.000
H -0.52473 -6.72435 2.26784 0.000
H -2.29115 -6.14699 4.19824 0.000
H -2.23135 -4.38516 4.50915 0.000
H -0.71987 -5.19408 4.45647 0.000
C -3.49996 -0.12594 6.42343 0.000
O -2.84441 -0.42854 5.13661 0.000
C -2.54307 0.77806 4.45923 0.003
C -3.82262 1.06769 3.55083 0.000
N -3.95685 0.26161 2.25865 0.000
C -5.28910 0.62998 1.67402 0.000
C -5.33885 0.47974 0.17588 0.000
O -4.09089 1.01722 -0.48120 0.000
C -3.55262 0.01491 -1.42397 0.001
H -2.88887 0.36122 7.18325 0.000
H -3.83026 -1.04286 6.91154 0.000
H -4.45756 0.38062 6.30297 0.000
H -1.72963 0.50974 3.78514 -0.008
H -2.34399 1.64208 5.09322 0.000
H -3.65314 2.12794 3.36310 0.000
H -4.65404 0.82884 4.21399 0.000
H -3.21361 0.62778 1.68107 -0.001
H -5.65630 1.65244 1.76259 0.000
H -6.14463 0.09455 2.08570 0.000
H -6.11097 1.16398 -0.17590 0.000
H -5.72489 -0.49134 -0.13406 0.000
H -4.34601 -0.38393 -2.05608 0.000
H -3.30751 -0.90664 -0.89598 0.000
H -2.58310 0.26152 -1.85677 0.006
C 0.95220 4.41723 -2.51168 -0.001
O 1.69236 5.36950 -2.83181 0.000
N 0.93646 3.22255 -3.10261 0.001
N -0.00878 4.49103 -1.60204 0.000
H 1.61793 2.96873 -3.80352 0.000
H 0.44683 2.47239 -2.63613 0.004
H -0.19688 5.32904 -1.07058 0.000
H -0.37776 3.55236 -1.54850 0.001
C -2.59264 1.75700 -5.05667 0.001
O -3.79717 1.52147 -5.35099 0.000
N -1.74693 0.81992 -4.61583 0.001
N -2.04581 2.95015 -4.97251 0.000
H -0.75760 0.98414 -4.49594 -0.001
H -2.08923 -0.09377 -4.35484 0.000
H -1.03906 2.95628 -4.89171 0.000
H -2.57790 3.76424 -5.24499 0.000
C 1.03593 -1.78320 -3.94969 0.001
O 1.28231 -2.72260 -4.66963 0.000
N -0.12314 -1.23054 -3.62852 0.000
N 1.91541 -1.12534 -3.22199 0.001
H -0.99586 -1.55890 -4.01664 0.000
H -0.09463 -0.39442 -3.06266 -0.002
H 2.90274 -1.33301 -3.17556 -0.002
H 1.61045 -0.54121 -2.45655 -0.007
```

Charge: -2
Max |F| in eV/Å: 6.14
2S+1: 4
LUMO (alpha / beta) in eV: 3.986 / 3.985

***

A cluster of 6 separate species, C23H61ClN11O9PS in total in a non-equilibrium geometry. Source: the Open Molecules 2025 dataset; level of theory: the ωB97M-V functional and the def2-TZVPD basis.

Structure (XYZ):
```
107
Properties=species:S:1:pos:R:3:lowdin_charge:R:1
C 0.51640 -2.13333 1.67450 -0.072
C -0.06678 -0.74006 1.15427 -0.412
C -1.53205 -0.58868 1.65379 -0.100
C 0.23665 -0.64761 -0.38999 -0.280
P -0.85300 0.45759 -1.47591 0.846
C -0.56554 1.98436 -0.40254 -0.245
C 0.94350 2.51358 -0.46275 -0.198
C 1.04905 4.03673 -0.06787 -0.289
N 2.29888 4.34435 0.65077 -0.014
C -1.81391 1.62552 -2.70301 -0.362
C -3.26569 2.04720 -2.25507 -0.331
C -4.40732 1.58600 -3.23372 -0.529
Cl -4.09435 2.45633 -4.82944 0.482
C 0.43085 0.23695 -2.89453 -0.248
C 0.22686 -1.08691 -3.72614 -0.205
C 1.35921 -2.17010 -3.50856 -0.179
C 2.78612 -1.61174 -3.81612 -0.237
O 3.46413 -1.19493 -2.61887 -0.095
C -2.32853 -0.68634 -1.55293 -0.259
C -2.12405 -2.20450 -1.29047 -0.222
C -3.44650 -2.95996 -1.74866 -0.208
C -3.27798 -3.65815 -3.12848 -0.234
S -1.99568 -4.96451 -3.10840 0.714
O -0.96486 -4.51579 -4.09199 -0.343
O -1.32829 -5.12329 -1.79324 -0.321
O -2.58875 -6.44554 -3.56915 -0.169
H 1.38769 -2.40423 1.04281 0.052
H -0.29419 -2.88691 1.66263 0.068
H 0.92438 -1.97162 2.70144 0.073
H 0.54869 0.02745 1.68369 0.111
H -1.49873 -0.21697 2.70750 0.084
H -2.11283 0.17841 1.09944 0.054
H -2.07132 -1.56201 1.71371 0.068
H 1.26041 -0.18439 -0.42471 0.081
H 0.45123 -1.66242 -0.80834 0.069
H -0.79358 1.86179 0.67485 0.057
H -1.14992 2.87949 -0.72321 0.080
H 1.39396 2.38358 -1.46593 0.098
H 1.50922 1.94413 0.31521 0.093
H 0.93194 4.61670 -1.01206 0.107
H 0.18841 4.28834 0.59655 0.093
H 2.09343 5.02899 1.37323 0.055
H 2.63694 3.53158 1.15691 0.039
H -1.23079 2.55099 -2.92621 0.081
H -1.92426 1.09559 -3.68694 0.063
H -3.30095 3.16421 -2.30185 0.092
H -3.50758 1.80858 -1.19206 0.098
H -5.39659 1.94509 -2.88624 0.068
H -4.38815 0.50464 -3.45645 0.049
H 0.26649 1.07827 -3.60624 0.075
H 1.47575 0.34530 -2.54425 0.069
H 0.33215 -0.79982 -4.80151 0.111
H -0.77424 -1.55075 -3.63618 0.078
H 1.28003 -2.70015 -2.53717 0.092
H 1.15511 -2.94312 -4.29112 0.100
H 2.65453 -0.67743 -4.41917 0.114
H 3.42208 -2.30484 -4.40097 0.111
H 2.87180 -1.33195 -1.87665 0.043
H -3.10767 -0.34586 -0.83161 0.094
H -2.73746 -0.62760 -2.58939 0.077
H -1.95937 -2.50064 -0.24014 0.093
H -1.31000 -2.67276 -1.88501 0.073
H -3.62570 -3.77046 -0.99883 0.114
H -4.34993 -2.31753 -1.68987 0.105
H -3.07661 -2.90381 -3.90954 0.108
H -4.24432 -4.16624 -3.35262 0.089
H -3.15185 -6.29596 -4.34412 0.081
C 0.15023 3.51844 3.79750 -0.670
O -0.34185 3.01487 2.79433 0.013
N 1.48382 3.49274 4.04947 0.164
N -0.60603 4.14532 4.74431 0.148
H 1.90974 3.89419 4.86267 0.081
H 2.06914 3.03842 3.37577 0.079
H -1.59626 4.18162 4.58934 0.100
H -0.22794 4.56333 5.57197 0.089
C 4.40037 1.56231 5.49908 -0.672
O 4.04409 2.66681 5.09942 -0.003
N 4.15279 0.42021 4.79834 0.156
N 5.06833 1.38803 6.66859 0.166
H 4.43333 -0.49182 5.10286 0.094
H 3.66100 0.51172 3.92881 0.099
H 5.27166 2.21105 7.21331 0.063
H 5.36541 0.49484 7.01049 0.096
C 5.60083 5.05471 8.58238 -0.674
O 5.87027 3.86198 8.55433 0.014
N 4.38140 5.53604 8.21782 0.157
N 6.49939 5.99618 8.97988 0.153
H 4.13841 6.50768 8.23194 0.094
H 3.69675 4.86683 7.91720 0.102
H 7.40879 5.67395 9.25474 0.105
H 6.30180 6.97761 9.01072 0.094
C -6.83311 -1.85298 -4.16562 -0.665
O -5.79200 -2.38779 -3.80099 0.012
N -6.96612 -1.27471 -5.38897 0.162
N -7.93883 -1.79381 -3.37453 0.158
H -7.80600 -0.83105 -5.70777 0.097
H -6.16807 -1.29911 -5.99722 0.109
H -7.87422 -2.21097 -2.46432 0.106
H -8.79953 -1.36176 -3.65086 0.096
C 3.21955 -4.69964 -0.92567 -0.683
O 3.26551 -3.67235 -0.26161 0.011
N 2.05566 -5.36023 -1.16680 0.168
N 4.33174 -5.26325 -1.47798 0.151
H 1.99210 -6.20066 -1.70799 0.097
H 1.21635 -4.97071 -0.77516 0.090
H 5.20661 -4.79894 -1.31961 0.102
H 4.31829 -6.10193 -2.02521 0.090
```

SMILES: CC(C)CP(CCCN)(CCCCl)(CCCCO)CCCCS(=O)(=O)O.NC(N)=O.NC(N)=O.NC(N)=O.NC(N)=O.NC(N)=O
Max |F| in eV/Å: 5.88
LUMO in eV: 0.206